22
Properties=species:S:1:pos:R:3:mulliken_charge:R:1 method="wB97M-V/def2-TZVPD" charge=0 lumo_ha=0.0189 e_tot_ha=-495.611182 smiles="C[C@H]([C@H](C)N1CC1)[N+](=O)[O-]" multiplicity=1 homo_lumo_gap_ev=10.0 homo_ev=-9.50 de_lowest_ev=6.159
C -1.08 1.53 1.25 -1.3346
C -1.33 0.15 0.66 0.0679
C -0.11 -0.37 -0.44 0.0500
C 0.01 -1.90 -0.31 -1.1492
N 1.02 0.48 -0.35 -0.1004
C 2.33 0.25 0.23 -0.4819
C 2.20 0.21 -1.23 -0.5217
N -2.58 0.19 -0.10 0.9376
O -3.56 -0.16 0.53 -0.6097
O -2.60 0.50 -1.27 -0.5753
H -0.96 2.36 0.47 0.3050
H -0.15 1.59 1.74 0.3847
H -1.84 1.85 2.07 0.3243
H -1.34 -0.53 1.39 0.3594
H -0.56 -0.24 -1.37 0.4040
H -0.11 -2.28 0.78 0.2609
H -0.78 -2.32 -0.97 0.3635
H 1.01 -2.21 -0.71 0.3273
H 2.54 -0.71 0.61 0.2804
H 2.87 1.11 0.71 0.2283
H 2.46 1.18 -1.89 0.2245
H 2.59 -0.68 -1.78 0.2551